Record 1
C10H26N6Pt | wB97M-V/def2-TZVPD

Output
Total charge ... +2
Kohn-Sham gap (spin up / spin down) ... 7.55 / 7.55 eV

CARTESIAN COORDINATES (ANGSTROEM)
H  -0.864834  2.412292  -0.570049
N  1.377952  1.186388  -0.965674
H  2.021877  -1.654127  0.738233
C  1.430838  4.166680  1.321044
H  4.609669  4.450509  0.203273
C  -0.054003  3.124333  -0.425011
H  2.348934  1.005452  -0.736653
C  -1.546814  -1.235301  2.680656
H  2.185621  4.491535  -1.414188
H  -2.551127  -0.077116  1.285062
H  -0.470022  -2.600749  3.890522
H  3.457028  5.627953  0.294988
H  -2.477950  -1.656734  3.061494
H  -0.401286  4.088394  -0.806008
H  1.658878  4.210091  2.389708
H  -2.080514  -1.516049  0.690270
C  0.946856  -1.873366  2.484321
H  -0.034027  1.900551  2.628557
H  1.147314  5.174423  1.000168
C  1.133263  2.646136  -1.227665
H  1.172083  -0.908241  2.948861
H  1.666682  -2.594469  2.878655
H  -0.729193  -3.194286  2.263974
H  -1.305771  -0.365432  3.294420
C  -0.463307  -2.302514  2.841247
H  3.244913  3.079791  -1.448780
N  0.401607  1.908946  1.713572
H  3.054492  2.779476  0.963919
Pt  -0.242139  0.152006  0.216919
C  -1.094489  -0.219565  -1.497964
C  0.233057  3.243373  1.067010
H  1.374357  1.656653  1.846742
C  2.371017  3.516016  -0.954700
H  0.891690  2.777392  -2.281979
N  1.054163  -1.743427  1.024917
N  -1.604957  -0.329600  -2.528612
N  3.754925  4.731701  0.690291
H  3.990320  4.892691  1.672946
H  -0.642854  3.715407  1.509976
N  -1.787591  -0.747345  1.290522
H  0.701225  -2.577802  0.569178
C  2.649761  3.698989  0.534715
H  1.175022  0.655919  -1.812121

Atoms 1-6, force components in eV/Å:
-0.1172 0.1455 -0.0404
-1.1944 -0.4255 0.0468
0.0468 -0.1333 0.0347
0.0245 -0.0322 0.0033
0.0301 0.0075 -0.0060
-0.1862 0.1818 0.0994



Record 2
C40H47F6N3O23S | wB97M-V/def2-TZVPD

Output
Kohn-Sham gap ... 7.56 eV

CARTESIAN COORDINATES (ANGSTROEM)
O  0.812813  -8.249264  -3.648938
H  -1.606873  3.705628  4.149693
H  3.812932  -2.456865  2.489122
S  5.132139  5.415115  2.260932
C  1.842492  -2.608218  0.625810
H  1.063769  6.098851  -0.079813
C  0.033821  -5.976850  2.989318
H  1.411920  3.128490  4.064594
C  0.578882  -8.082348  2.486998
H  -2.455719  -0.332889  0.673119
C  3.599271  6.347178  1.683107
H  -0.744190  -2.799895  -1.948574
F  1.761351  2.985036  -4.406589
H  1.605193  5.442213  2.203643
C  -1.383344  0.114030  -1.887665
O  -0.261780  5.035644  -2.129450
C  2.690796  3.955041  -4.511393
H  -9.965400  0.005342  -2.097054
H  7.546702  0.864062  4.789107
N  -6.985690  0.156503  2.174304
H  1.870442  -1.597556  1.173074
C  1.621321  -7.124172  -3.923674
H  1.984132  -3.420137  1.450681
H  3.480151  -8.127073  -4.404447
C  2.451638  5.221776  1.438495
C  2.251559  2.919713  -0.915093
C  0.125057  -2.240115  -1.443943
H  -11.077735  2.738112  -1.235136
F  -0.226778  4.763361  3.143755
H  4.238209  -0.966775  1.426311
C  1.924236  5.317067  -0.105698
H  -3.325627  1.188271  0.083496
C  -9.845180  1.021488  -1.709570
O  3.756016  3.467087  -5.299040
C  0.215073  4.040933  -1.512843
C  2.178593  5.113233  -5.304896
F  0.517106  -7.679294  0.174689
H  -4.342181  -1.663865  -0.936958
C  -0.661345  3.570569  3.615868
H  -6.886649  1.060817  2.672740
H  6.857933  1.558942  1.874648
C  2.996581  -7.596894  -3.578730
O  0.947358  -9.775124  -1.975721
O  -0.312805  -5.010967  3.609140
O  0.133472  1.517391  4.171331
H  3.282157  7.009763  2.562575
H  3.058213  4.222514  -3.515684
C  -0.147192  2.475504  -1.608687
C  -3.006654  3.369866  -1.471456
C  -3.454722  0.061113  0.258578
C  1.456927  -8.922070  -2.654079
H  1.457075  4.814413  -6.070979
C  -11.110629  1.644856  -1.216888
O  5.294672  4.588020  -6.527710
C  1.315893  0.183368  -1.164499
H  3.647942  -6.782890  -3.255328
F  1.523285  -6.836251  -5.243138
O  2.908083  -2.809797  -0.347013
O  -11.165912  1.197528  0.129045
C  0.403045  2.889076  4.414056
H  1.986479  -6.904274  1.302144
O  0.163708  -6.008996  1.632147
H  -6.175439  1.181279  0.480964
H  5.397112  4.438768  1.284706
C  -1.462343  1.710319  -1.965018
C  7.164734  1.541383  4.019278
N  -2.688631  2.448317  -2.348246
H  3.761194  6.919935  0.703468
H  0.177038  -3.960108  -0.000246
H  1.064130  -2.482697  -2.090446
O  5.930243  2.085967  4.436499
H  -4.435134  -1.071159  2.052415
H  1.277454  -6.270848  -3.331229
C  -3.893100  -0.608121  -1.138871
O  -3.157781  4.478580  -0.887161
C  -6.080289  0.121914  0.956123
H  2.803768  4.143634  1.606287
O  -0.848354  0.435532  2.440835
C  -0.020659  -0.627738  -1.503612
H  1.723881  5.880070  -4.675101
H  1.387472  -8.775882  2.724168
O  -0.854372  2.698987  2.521895
C  6.825665  0.872955  2.726194
O  5.486805  0.452925  2.942288
H  -0.333073  -8.656690  2.299769
H  -2.516086  -1.806432  -2.477929
O  3.833216  1.245483  4.274750
C  -0.548255  1.456941  2.992351
H  -3.128765  -0.232352  -3.231187
C  4.232197  4.552777  -5.972982
H  0.337069  3.119541  5.478820
O  5.101665  -3.737086  -0.063475
H  -11.985252  1.311020  -1.777832
H  -7.982956  0.069349  1.893923
C  -9.886620  0.900247  0.493147
C  1.201353  1.737460  -1.217502
N  1.303887  4.009686  -0.480699
C  0.356821  -2.810679  0.045067
O  -9.558662  0.585007  1.604777
H  7.474950  0.021323  2.514862
H  -6.406749  -0.716952  0.243228
C  4.977869  1.262533  3.916575
C  4.189972  -2.940152  0.326224
H  -0.449254  -2.412404  0.778076
H  -4.759591  0.011965  -1.580579
H  2.311477  -0.315601  -0.895940
O  3.355509  5.597880  -5.931422
O  0.354142  -7.175563  3.555718
F  -9.251147  1.801041  -2.642826
H  -4.328234  0.767499  2.191967
C  4.514458  -2.063692  1.664325
H  2.721671  5.704511  -0.833922
C  0.925569  -7.166880  1.358229
C  -4.560913  -0.092621  1.442291
H  5.595716  -2.195589  2.020864
O  -9.026918  0.996868  -0.558564
C  -2.718800  -0.701352  -2.247198
O  2.748695  -8.505062  -2.516534
F  8.038929  2.556242  3.826308
O  3.510687  2.972389  -1.039704

Atoms 1-6, force components in eV/Å:
0.4580 0.1472 0.6145
0.0455 0.1692 -0.1270
1.0682 0.8152 -1.1741
0.1268 0.1776 -0.5010
-1.5342 -0.2536 2.0160
1.4562 -1.3777 -0.4197



Record 3
C37H50N6PbSi | wB97M-V/def2-TZVPD

Output
Kohn-Sham gap ... 7.24 eV
ΔE to the lowest compared entry with this formula, charge and spin ... 0.261 eV

CARTESIAN COORDINATES (ANGSTROEM)
H  3.378888  0.506158  2.251123
C  2.060396  3.452980  -3.955079
C  2.649789  -3.721483  -0.169470
C  -1.303394  -0.812715  -2.976649
C  0.511325  -1.645450  3.562330
H  3.410467  2.766564  1.369863
H  -2.798230  4.586356  2.383204
H  -4.200977  1.866530  -0.449855
H  -1.162458  0.956139  -4.597194
C  4.188862  -1.154339  0.521763
N  -0.439707  0.137820  -2.289586
C  0.084123  1.158288  -2.926666
H  1.297378  -2.683213  -4.354561
H  -2.134790  -0.305777  -3.478908
C  -5.483871  -1.380816  -0.063426
N  -0.531029  0.202895  2.379028
Pb  -0.114597  -0.054998  0.009912
C  -2.209573  1.624783  3.297202
N  1.990716  -0.300102  0.898558
H  -4.613078  -1.618418  2.535175
H  1.926577  -4.509549  -0.330330
H  -5.315992  -1.176519  -1.122420
H  -0.628413  4.002708  -1.253859
C  -3.077399  -1.672942  0.302804
C  0.149995  2.464455  -5.134959
C  3.950540  -4.160676  -0.063087
C  1.042447  1.972802  -2.125449
H  0.014706  -4.140044  -0.547157
C  -1.230375  -0.148904  4.609042
C  -0.555495  -1.681436  -3.998468
C  2.069899  -2.421340  -0.133583
H  -1.719349  2.816064  -1.993256
C  -4.628599  -2.559295  1.982947
C  -4.394313  -2.310733  0.487550
H  6.062801  -3.989117  0.032647
H  -3.631084  -4.309577  0.096211
H  -2.911203  2.438890  3.178758
Si  -2.262186  3.116632  0.417149
H  0.920635  2.802967  0.909558
C  1.232552  3.322324  -5.058060
H  -4.641536  3.554661  -0.126805
H  4.067644  -5.236724  -0.145148
N  1.037877  1.730171  -0.839717
H  -1.774185  -1.425874  -2.213449
H  1.479662  -4.088184  -2.497822
N  0.832279  -2.191207  -0.479443
C  -4.413428  -3.643524  -0.272808
C  2.781146  -1.258540  0.468526
H  -2.745853  1.209811  5.311172
C  -1.385569  1.241366  2.205451
H  -0.413557  2.506376  -6.061339
C  -4.077810  2.696915  0.253220
H  -2.189662  5.514652  1.011645
H  0.123400  -2.449916  4.186604
H  -0.984601  -2.874203  -1.167462
H  -1.068977  4.594858  2.025610
H  6.203831  -1.672222  0.395159
H  -4.251468  -3.481149  -1.340593
C  0.528244  -3.555879  -2.562070
H  -0.284461  -1.054499  -4.850516
C  -2.114317  0.930173  4.475951
C  0.720501  -2.353204  -3.487587
H  4.546239  -0.160862  0.752767
H  -5.598963  -3.039289  2.135257
H  -5.483942  -0.429783  0.471499
C  0.044349  -3.222889  -1.145001
C  5.131477  -3.439849  0.085523
N  -1.357917  1.756375  0.968615
C  1.968212  2.881580  -2.701338
H  1.466342  -1.322861  3.985571
H  -2.299881  4.445703  -1.631236
H  -5.380029  -4.136955  -0.141453
H  1.338252  -1.606586  -2.980204
H  1.893007  3.586681  -0.320445
H  -0.192608  -4.253338  -3.002119
H  -4.521925  2.393558  1.205710
H  1.746808  1.150472  2.340581
H  -1.252466  -2.438037  -4.373495
H  -3.851508  -3.207015  2.391894
H  0.703306  -2.026241  2.560024
H  -1.162438  -0.714079  5.528714
C  -2.065220  4.583671  1.572658
H  3.597902  1.691956  -0.024519
C  2.526236  0.824964  1.645261
C  -0.456524  -0.494360  3.522479
C  -1.659182  3.635123  -1.269253
C  5.201642  -2.083080  0.318458
C  -1.998820  -1.140037  0.180572
H  2.905113  4.123520  -4.079232
C  1.664381  2.618515  0.126172
C  -0.314152  1.520383  -4.234503
H  2.759030  3.175421  -2.024233
H  1.456440  3.926914  -5.927733
H  -6.466619  -1.846344  0.049899
C  2.906629  2.010668  0.761168

Atoms 1-6, force components in eV/Å:
-0.0160 -0.0507 0.0142
-0.0241 -0.0273 0.0200
0.0212 0.0081 -0.0291
0.0755 0.0003 -0.0017
-0.0301 0.0704 -0.0054
-0.0198 -0.0017 0.0097